[1]
77
Properties=species:S:1:pos:R:3 method="wB97M-V/def2-TZVPD" e_lumo_ev="-6.9568 / -6.8883" multiplicity=8 de_lowest_kcal_mol=48.6 gap_ev="5.96 / 6.02" s2=15.76 total_charge=+2 homo_ev="-12.912 / -12.908"
C -2.162 6.084 -1.585
C -2.154 4.793 -2.150
C -2.641 4.617 -3.463
C -2.957 5.765 -4.205
N -2.880 6.991 -3.685
C -2.503 7.161 -2.416
C -1.549 3.710 -1.427
C -0.728 2.876 -0.998
C 0.310 1.968 -0.697
C 1.173 2.158 0.411
C 1.946 1.111 0.843
C 1.643 -0.210 0.362
C 1.240 -0.225 -1.008
C 0.515 0.829 -1.511
Eu -2.804 1.997 -0.488
P 2.988 -1.491 0.797
H -2.705 3.622 -3.918
H -1.857 6.256 -0.550
H -3.272 5.658 -5.247
H -2.450 8.178 -2.017
H 0.157 0.866 -2.546
H 1.207 3.152 0.872
H 1.536 -1.050 -1.658
H 2.729 1.250 1.597
C 2.463 -2.556 2.187
C 2.766 -4.033 2.218
H 1.336 -2.483 2.143
H 2.746 -2.086 3.138
H 2.174 -4.472 3.034
H 2.451 -4.532 1.296
H 3.816 -4.264 2.427
C 3.402 -2.504 -0.640
C 4.269 -1.842 -1.728
H 2.467 -2.889 -1.076
H 3.939 -3.380 -0.242
H 4.557 -2.601 -2.473
H 3.735 -1.045 -2.265
H 5.193 -1.418 -1.306
C 4.548 -0.776 1.351
C 5.669 -1.790 1.682
H 4.299 -0.191 2.250
H 4.914 -0.068 0.591
H 6.552 -1.247 2.055
H 5.375 -2.506 2.467
H 5.995 -2.358 0.794
Br 0.033 -0.972 2.033
P -3.024 -2.119 -1.115
C -1.248 -2.629 -1.211
C -1.054 -4.151 -1.298
H -0.785 -2.208 -0.295
H -0.827 -2.138 -2.108
H 0.021 -4.376 -1.337
H -1.469 -4.677 -0.424
H -1.518 -4.564 -2.207
C -3.326 -2.190 0.691
C -4.718 -2.751 1.002
H -3.192 -1.180 1.103
H -2.554 -2.846 1.121
H -4.866 -2.778 2.084
H -5.515 -2.134 0.572
H -4.836 -3.773 0.622
C -2.957 -0.407 -1.730
C -3.107 -0.310 -3.251
H -1.967 -0.013 -1.388
H -3.861 0.029 -1.237
H -3.235 0.736 -3.553
H -2.240 -0.699 -3.795
H -3.984 -0.864 -3.604
C -0.744 1.878 4.981
C -0.416 2.532 3.620
C -1.503 2.426 2.667
N -2.391 2.405 1.902
H -1.536 2.426 5.509
H 0.134 1.831 5.636
H -1.091 0.852 4.818
H -0.156 3.597 3.757
H 0.484 2.037 3.218

---

[2]
207
Properties=species:S:1:pos:R:3 method="wB97M-V/def2-TZVPD" e_lumo_ev="-0.2157 / -4.9265" multiplicity=2 gap_ev="8.28 / 3.57" s2=0.75 total_charge=0 homo_ev="-8.500 / -8.500"
O -12.884 -15.867 -9.701
C -12.986 -15.578 -8.514
O -12.944 -14.422 -7.864
B -13.140 -14.643 -6.447
O -13.333 -16.094 -6.224
C -13.312 -16.656 -7.404
O -13.348 -17.888 -7.638
O -14.314 -13.806 -6.047
C -14.055 -12.944 -5.117
O -14.780 -12.193 -4.513
C -12.528 -13.122 -4.851
O -12.067 -14.043 -5.667
O -11.891 -12.523 -3.977
C -10.624 -17.214 -11.712
O -9.398 -18.046 -11.767
H -10.864 -16.714 -12.650
H -11.473 -17.847 -11.449
H -10.623 -16.408 -10.978
H -8.890 -17.763 -11.003
C -15.576 -19.659 -6.456
O -16.623 -18.806 -5.970
H -15.895 -20.697 -6.557
H -15.315 -19.161 -7.389
H -14.768 -19.687 -5.725
H -16.604 -18.847 -5.011
C -14.507 -18.161 -11.614
O -13.828 -19.410 -12.018
H -14.920 -18.223 -10.608
H -13.884 -17.271 -11.705
H -15.309 -17.926 -12.315
H -14.358 -20.036 -11.519
C -11.985 -20.924 -9.232
O -12.388 -22.259 -9.198
H -10.901 -20.879 -9.327
H -12.401 -20.277 -10.004
H -12.081 -20.539 -8.217
H -11.689 -22.779 -8.795
C -12.507 -13.882 -12.254
O -13.195 -12.797 -12.836
H -11.615 -14.096 -12.843
H -12.219 -13.698 -11.219
H -13.108 -14.792 -12.227
H -12.577 -12.231 -13.304
C -4.451 -13.224 -3.987
O -5.498 -13.896 -4.658
C -6.762 -13.722 -4.037
C -7.860 -14.525 -4.697
N -8.049 -14.072 -6.078
C -8.983 -14.956 -6.753
C -8.933 -14.759 -8.280
O -7.666 -15.183 -8.803
C -7.441 -14.749 -10.103
H -4.637 -12.157 -3.871
H -3.544 -13.261 -4.590
H -4.235 -13.599 -2.986
H -6.999 -12.664 -4.151
H -6.766 -14.028 -2.991
H -8.825 -14.402 -4.206
H -7.492 -15.550 -4.659
H -7.163 -14.125 -6.559
H -10.019 -14.832 -6.436
H -8.664 -15.990 -6.625
H -9.137 -13.708 -8.483
H -9.703 -15.302 -8.828
H -8.327 -14.771 -10.738
H -6.544 -15.257 -10.456
H -7.226 -13.683 -10.187
C -13.235 -9.627 -10.887
O -14.069 -10.775 -10.839
C -14.238 -11.413 -9.625
C -15.194 -12.638 -9.728
N -16.343 -12.338 -10.637
C -17.136 -13.581 -10.908
C -16.420 -14.590 -11.807
O -15.727 -13.832 -12.837
C -15.390 -14.536 -14.060
H -13.766 -8.855 -10.332
H -13.242 -9.256 -11.912
H -12.231 -9.808 -10.501
H -14.721 -10.634 -9.035
H -13.279 -11.644 -9.161
H -15.608 -12.899 -8.754
H -14.626 -13.508 -10.056
H -17.046 -11.725 -10.251
H -18.056 -13.243 -11.384
H -17.435 -14.022 -9.957
H -17.082 -15.315 -12.281
H -15.651 -15.076 -11.207
H -16.226 -14.649 -14.751
H -14.904 -15.505 -13.940
H -14.580 -14.007 -14.563
C -12.783 -9.259 -3.083
O -12.879 -7.995 -2.378
C -11.586 -7.435 -2.182
C -11.209 -6.617 -3.443
N -11.868 -5.313 -3.427
C -11.479 -4.637 -4.641
C -12.140 -3.242 -4.706
O -13.515 -3.308 -5.105
C -13.975 -2.078 -5.607
H -13.726 -9.717 -3.384
H -12.360 -10.072 -2.493
H -12.219 -9.215 -4.015
H -10.801 -8.170 -2.003
H -11.661 -6.793 -1.304
H -11.441 -7.134 -4.374
H -10.128 -6.511 -3.539
H -12.876 -5.358 -3.413
H -11.779 -5.275 -5.473
H -10.408 -4.522 -4.804
H -11.603 -2.618 -5.420
H -12.000 -2.756 -3.741
H -13.322 -1.539 -6.294
H -14.224 -1.399 -4.792
H -14.958 -2.232 -6.054
C -10.685 -17.447 2.427
O -11.055 -16.651 1.331
C -12.467 -16.625 1.191
C -12.936 -15.999 -0.225
N -12.413 -16.814 -1.295
C -12.193 -16.104 -2.549
C -11.053 -16.931 -3.240
O -9.867 -16.707 -2.492
C -8.801 -17.562 -2.860
H -11.155 -16.992 3.299
H -9.603 -17.537 2.512
H -10.930 -18.505 2.339
H -12.870 -15.996 1.985
H -12.953 -17.599 1.251
H -12.510 -14.998 -0.290
H -14.013 -15.942 -0.386
H -11.503 -17.016 -0.908
H -11.864 -15.066 -2.520
H -13.083 -16.152 -3.176
H -10.888 -16.525 -4.238
H -11.318 -17.987 -3.301
H -9.031 -18.603 -2.634
H -7.876 -17.295 -2.349
H -8.674 -17.436 -3.936
C -10.589 -9.912 -6.485
C -9.695 -11.061 -6.730
C -8.528 -10.790 -7.643
O -8.927 -10.413 -8.983
C -7.778 -10.026 -9.653
N -9.306 -11.517 -5.395
H -10.886 -9.487 -7.444
H -10.199 -9.090 -5.885
H -11.563 -10.235 -6.117
H -10.346 -11.793 -7.208
H -7.944 -11.695 -7.808
H -7.902 -10.014 -7.202
H -8.028 -9.775 -10.684
H -7.013 -10.801 -9.719
H -7.358 -9.164 -9.135
H -10.086 -11.845 -4.844
H -8.787 -12.374 -5.531
C -6.724 -19.519 -7.915
C -8.020 -19.060 -8.751
C -9.297 -18.804 -7.922
O -9.704 -19.923 -7.150
C -10.644 -19.607 -6.154
N -7.731 -17.809 -9.418
H -5.876 -19.550 -8.599
H -6.981 -20.432 -7.380
H -6.497 -18.806 -7.122
H -8.132 -19.869 -9.473
H -10.140 -18.376 -8.465
H -8.987 -18.074 -7.174
H -10.365 -18.780 -5.502
H -10.664 -20.454 -5.468
H -11.646 -19.410 -6.536
H -7.633 -17.103 -8.702
H -6.802 -17.878 -9.808
C -7.611 -16.116 0.583
C -8.172 -14.637 0.713
C -8.959 -14.172 -0.538
O -9.249 -12.745 -0.320
C -10.321 -12.246 -1.165
N -8.998 -14.567 1.943
H -6.983 -16.258 -0.296
H -8.475 -16.778 0.542
H -7.008 -16.362 1.457
H -7.291 -14.004 0.818
H -9.860 -14.781 -0.601
H -8.420 -14.349 -1.468
H -10.587 -11.249 -0.812
H -11.188 -12.906 -1.161
H -9.969 -12.174 -2.194
H -9.606 -13.773 1.799
H -9.763 -15.210 1.797
C -18.246 -13.061 -5.489
C -17.835 -13.553 -6.859
C -17.428 -15.014 -6.781
O -17.193 -15.414 -8.136
C -17.091 -16.817 -8.271
N -18.999 -13.466 -7.658
H -19.086 -13.601 -5.051
H -18.578 -12.023 -5.483
H -17.382 -13.244 -4.849
H -17.047 -12.900 -7.235
H -18.280 -15.523 -6.329
H -16.580 -15.219 -6.128
H -17.919 -17.418 -7.895
H -16.156 -17.255 -7.922
H -17.048 -17.025 -9.340
H -19.806 -13.722 -7.108
H -18.886 -14.253 -8.282

---

[3]
9
Properties=species:S:1:pos:R:3 method="wB97M-V/def2-TZVPD" e_lumo_ev="2.5768 / 2.5763" multiplicity=1 de_lowest_kcal_mol=25.5 gap_ev="6.73 / 6.73" total_charge=-1 homo_ev="-4.152 / -4.152"
C 1.041 -0.071 -0.379
C -0.115 1.058 -0.218
N 0.862 -1.113 0.346
N -1.219 0.547 -0.604
O 1.938 0.174 -1.134
O 0.415 2.156 -0.041
O -0.488 -2.091 2.122
S -0.469 -1.880 0.634
H -1.966 1.221 -0.727

---

[4]
172
Properties=species:S:1:pos:R:3 method="wB97M-V/def2-TZVPD" e_lumo_ev="-5.1178 / -9.7145" multiplicity=6 gap_ev="6.73 / 2.13" s2=8.77 total_charge=+2 homo_ev="-11.844 / -11.844"
Cr 6.160 -1.614 24.796
C 9.686 -2.158 26.871
C 8.430 -1.956 26.022
O 7.660 -1.024 26.273
O 8.263 -2.678 25.042
H 10.411 -2.942 26.649
H 9.448 -2.338 27.920
H 10.263 -1.234 26.874
C 12.050 -3.675 29.853
C 11.316 -4.801 30.609
C 10.488 -5.720 29.760
O 9.497 -5.068 29.002
C 8.635 -5.958 28.288
N 12.354 -5.465 31.368
H 11.350 -3.169 29.188
H 12.757 -4.127 29.158
H 12.560 -2.956 30.495
H 10.598 -4.324 31.277
H 10.101 -6.467 30.453
H 11.182 -6.226 29.088
H 8.085 -5.416 27.519
H 7.943 -6.415 28.996
H 9.197 -6.721 27.749
H 12.944 -5.914 30.681
H 11.887 -6.257 31.787
C 8.634 -6.505 21.492
C 8.357 -5.839 22.832
C 9.427 -6.198 23.903
O 9.595 -7.613 24.085
C 8.435 -8.280 24.648
N 8.237 -4.409 22.517
H 8.048 -6.027 20.708
H 8.343 -7.546 21.634
H 9.676 -6.529 21.170
H 7.432 -6.161 23.310
H 9.230 -5.781 24.891
H 10.347 -5.703 23.594
H 7.568 -8.452 24.010
H 8.060 -7.721 25.506
H 8.861 -9.183 25.084
H 8.291 -3.920 23.399
H 9.107 -4.155 22.072
C 12.494 4.815 23.884
C 10.998 4.504 23.559
C 10.208 4.034 24.804
O 10.774 2.791 25.225
C 10.062 2.214 26.283
N 10.344 5.724 23.114
H 12.546 5.673 24.554
H 12.937 5.182 22.958
H 13.122 3.956 24.120
H 10.934 3.688 22.840
H 9.143 3.953 24.584
H 10.138 4.854 25.518
H 9.948 2.889 27.131
H 10.601 1.319 26.598
H 9.101 1.864 25.906
H 9.503 5.568 22.578
H 10.952 6.132 22.418
C 5.565 -3.771 27.663
C 5.782 -4.359 26.244
C 5.214 -5.816 26.170
O 5.961 -6.651 26.989
C 5.478 -8.000 27.115
N 5.104 -3.450 25.235
H 6.061 -4.377 28.421
H 4.486 -3.748 27.819
H 5.856 -2.723 27.736
H 6.839 -4.444 25.994
H 5.158 -6.273 25.182
H 4.156 -5.896 26.418
H 5.487 -8.390 26.097
H 4.456 -8.135 27.469
H 6.243 -8.552 27.662
H 4.177 -3.499 25.633
H 5.015 -3.961 24.368
C 13.852 -11.211 26.374
O 13.557 -9.818 26.283
C 12.492 -9.470 27.100
C 12.013 -8.092 26.579
N 13.044 -7.103 26.835
C 12.699 -5.764 26.268
C 13.969 -4.939 26.243
O 14.953 -5.623 25.478
C 16.070 -4.825 25.134
H 13.032 -11.874 26.097
H 14.285 -11.530 27.322
H 14.639 -11.290 25.624
H 12.831 -9.316 28.125
H 11.618 -10.121 27.129
H 11.047 -7.759 26.960
H 11.765 -8.097 25.517
H 13.878 -7.518 26.442
H 11.924 -5.221 26.808
H 12.374 -5.912 25.238
H 14.299 -4.831 27.277
H 13.725 -3.978 25.789
H 15.720 -4.108 24.392
H 16.968 -5.357 24.819
H 16.460 -4.249 25.974
C 8.104 -2.693 18.131
O 9.256 -2.727 18.954
C 9.922 -4.015 19.022
C 11.085 -4.020 20.062
N 10.693 -3.297 21.243
C 11.817 -3.221 22.187
C 11.377 -2.286 23.400
O 10.731 -1.122 22.793
C 10.492 0.021 23.661
H 7.618 -1.720 18.207
H 7.375 -3.450 18.423
H 8.461 -2.835 17.112
H 10.220 -4.371 18.036
H 9.256 -4.771 19.439
H 11.927 -3.454 19.662
H 11.437 -5.047 20.167
H 10.358 -2.378 20.989
H 12.772 -2.854 21.811
H 12.075 -4.212 22.561
H 12.299 -2.001 23.907
H 10.731 -2.842 24.080
H 9.602 -0.150 24.267
H 10.099 0.798 23.005
H 11.324 0.293 24.310
C 11.433 0.748 29.940
O 10.104 0.717 30.393
C 9.208 -0.128 29.674
C 7.787 0.202 30.135
N 7.351 1.513 29.799
C 6.985 1.711 28.397
C 6.686 3.126 28.073
O 7.919 3.889 28.106
C 7.707 5.249 27.736
H 11.480 1.000 28.880
H 11.890 -0.220 30.150
H 11.961 1.587 30.392
H 9.441 -1.144 29.991
H 9.397 -0.046 28.603
H 7.771 0.093 31.220
H 7.008 -0.492 29.821
H 8.123 2.150 29.936
H 6.070 1.121 28.347
H 7.727 1.289 27.720
H 5.932 3.547 28.738
H 6.360 3.183 27.035
H 8.629 5.831 27.733
H 7.039 5.619 28.514
H 7.199 5.502 26.805
C 7.118 1.666 23.965
O 7.148 0.300 23.675
C 7.144 0.124 22.200
C 7.394 -1.417 22.055
N 6.293 -2.275 22.532
C 5.139 -2.195 21.594
C 4.007 -3.119 22.199
O 4.481 -4.449 22.626
C 4.910 -5.283 21.588
H 6.544 2.278 23.270
H 8.101 2.077 23.732
H 6.758 1.739 24.991
H 7.838 0.761 21.651
H 6.172 0.391 21.784
H 8.322 -1.670 22.567
H 7.623 -1.677 21.021
H 6.644 -3.220 22.469
H 5.524 -2.436 20.603
H 4.726 -1.217 21.349
H 3.140 -3.291 21.562
H 3.641 -2.538 23.045
H 5.817 -5.014 21.045
H 4.149 -5.255 20.808
H 5.023 -6.309 21.939

---

| no. | maximum force (eV/A) |
| --- | --- |
| 1 | 4.44 |
| 2 | 4.84 |
| 3 | 5.46 |
| 4 | 4.08 |